1.
{
  "formula": "CBrFNO2",
  "method": "the ωB97M-V functional and the def2-TZVPD basis",
  "elements": ["C", "N", "O", "O", "F", "Br"],
  "coordinates": [[-0.6082, 0.4181, -0.4839], [0.3216, -0.5830, -0.0435], [-0.3920, 1.5878, -0.6051], [-1.5564, -0.3561, -0.7658], [2.1805, 0.3599, 0.4322], [0.0545, -1.4268, 1.4660]],
  "e_above_lowest_kj_mol": 158.13,
  "gap_ev": [8.015, 8.232],
  "spin_multiplicity": 1,
  "charge": -1
}

2.
{
  "formula": "C5H5F",
  "method": "the ωB97M-V functional and the def2-TZVPD basis",
  "elements": ["C", "C", "C", "H", "H", "H", "H", "C", "C", "F", "H"],
  "coordinates": [[1.2435, 1.1008, 1.0762], [1.2172, 0.0108, 0.4428], [1.6828, -1.0462, -0.0883], [1.8687, 1.9247, 0.6872], [0.6509, 1.1496, 1.9544], [2.6106, -1.2739, 0.3881], [1.3584, -1.5525, -0.9129], [-2.7973, -0.2310, -1.5234], [-2.4555, 0.0735, -0.4168], [-2.3202, 0.4569, 0.8059], [-3.0591, -0.6128, -2.4132]],
  "e_above_lowest_kj_mol": 421.07,
  "gap_ev": 10.712,
  "spin_multiplicity": 1,
  "smiles": "C=C=C.C#CF"
}

3.
{
  "formula": "C4H5NOS",
  "method": "the ωB97M-V functional and the def2-TZVPD basis",
  "elements": ["H", "N", "C", "C", "C", "C", "S", "O", "H", "H", "H", "H"],
  "coordinates": [[1.1516, 0.9040, 2.9404], [0.6815, 1.3895, 2.1164], [0.3095, 0.6551, 1.2258], [-0.6229, 0.8937, 0.1593], [-0.7628, 0.1608, -0.9602], [0.0269, -1.0024, -1.3726], [1.5905, -1.1488, -0.3667], [0.8157, -0.9891, 1.0953], [-1.4170, 1.8067, 0.2588], [-1.5591, 0.3657, -1.6914], [-0.6106, -1.7963, -0.9792], [0.3967, -1.2389, -2.4260]],
  "e_above_lowest_kj_mol": 299.04,
  "gap_ev": 8.559,
  "spin_multiplicity": 1,
  "smiles": "[H]/N=C1/C=CCSO1"
}

4.
{
  "formula": "C9H21Cl2GdO6P2",
  "method": "the ωB97M-V functional and the def2-TZVPD basis",
  "elements": ["C", "C", "H", "H", "H", "O", "Cl", "Gd", "P", "C", "C", "H", "H", "H", "H", "H", "H", "C", "H", "H", "H", "P", "C", "C", "H", "H", "H", "C", "H", "H", "H", "H", "H", "H", "C", "O", "O", "Cl", "O", "O", "O"],
  "coordinates": [[0.1404, 0.1184, -3.2517], [0.9896, 0.3497, -2.1709], [0.6847, 0.0224, -4.2141], [-0.5946, 0.9455, -3.3184], [-0.4426, -0.8072, -3.0635], [2.0060, 0.4298, -1.5847], [-2.4269, 0.0331, -1.2560], [-1.0459, -0.0656, 0.8490], [-0.1154, 2.5625, -0.1311], [1.3669, 3.4226, 0.4972], [-0.5005, 3.6135, -1.5737], [-0.6476, 4.6491, -1.2332], [-1.4660, 4.2921, 0.9120], [-1.4092, 3.2360, -2.0588], [-2.3515, 2.7327, 0.8701], [2.2317, 3.1698, -0.1325], [0.3280, 3.5722, -2.2911], [-1.3751, 3.2088, 1.0612], [1.1956, 4.5090, 0.4748], [-1.0592, 2.9925, 2.0906], [1.5649, 3.0858, 1.5216], [0.1152, -2.5291, -0.2292], [1.5652, -3.3573, 0.4747], [-1.2111, -3.2622, 0.8420], [-1.0576, -3.2317, -2.2264], [-0.1621, -4.5958, -1.4388], [0.7201, -3.3643, -2.4188], [-0.1230, -3.5357, -1.7349], [-2.1855, -2.7850, 0.6289], [-1.2827, -4.3325, 0.6043], [1.4353, -4.4405, 0.3642], [1.6546, -3.0840, 1.5302], [-0.9601, -3.1291, 1.9047], [2.4685, -3.0324, -0.0571], [1.5584, -0.2894, 0.8732], [2.6372, -0.2018, 1.2594], [0.2989, -1.4136, 3.2830], [-0.4234, -0.1925, 3.5919], [-0.4539, 0.1422, 4.9574], [0.1546, 0.9188, 2.7556], [-1.8219, -0.3571, 3.0388]],
  "gap_ev": [7.185, 5.711],
  "s_squared": 16.06,
  "spin_multiplicity": 8,
  "charge": 2
}

5.
{
  "formula": "C5H12NO",
  "method": "the ωB97M-V functional and the def2-TZVPD basis",
  "elements": ["C", "C", "C", "C", "C", "O", "N", "H", "H", "H", "H", "H", "H", "H", "H", "H", "H", "H", "H"],
  "coordinates": [[-1.8677, -1.4670, 0.1255], [-0.8674, -0.2786, -0.0929], [0.5849, -0.7327, -0.3277], [1.5558, 0.4448, -0.2474], [1.5223, 1.2250, 1.1572], [0.7586, 2.3102, 1.1369], [-1.3498, 0.5668, -1.1749], [-1.6574, -2.0203, 1.0392], [-2.8289, -0.9572, 0.2500], [-1.8748, -2.0936, -0.7686], [-0.9476, 0.3182, 0.8099], [0.7990, -1.4597, 0.4578], [0.6102, -1.2626, -1.2867], [1.3654, 1.3161, -0.8702], [2.5753, 0.1101, -0.5080], [1.1545, 0.4693, 1.9175], [2.6323, 1.4506, 1.3852], [-1.3046, 1.5539, -0.9503], [-0.8602, 0.5066, -2.0524]],
  "e_above_lowest_kj_mol": 35.07,
  "gap_ev": [2.777, 6.880],
  "s_squared": 0.75,
  "spin_multiplicity": 2,
  "charge": -2
}

6.
{
  "formula": "C25H29ClN4O",
  "method": "the ωB97M-V functional and the def2-TZVPD basis",
  "elements": ["C", "C", "N", "C", "C", "C", "N", "C", "C", "C", "C", "O", "N", "C", "C", "C", "C", "C", "C", "C", "C", "C", "C", "Cl", "C", "C", "C", "C", "C", "C", "N", "H", "H", "H", "H", "H", "H", "H", "H", "H", "H", "H", "H", "H", "H", "H", "H", "H", "H", "H", "H", "H", "H", "H", "H", "H", "H", "H", "H", "H"],
  "coordinates": [[5.2405, 3.2372, 5.3405], [5.8543, 2.2567, 4.3435], [4.8409, 1.5038, 3.6563], [4.1654, 0.4283, 4.1027], [3.2574, 0.0763, 3.1246], [2.3126, -1.0779, 3.1856], [0.9119, -0.7027, 3.0269], [0.4842, 0.4211, 3.8436], [-0.7968, 1.0099, 3.2446], [-1.7620, -0.0893, 2.7633], [-1.7920, -0.2513, 1.2410], [-2.8400, -0.2635, 0.6299], [-0.5634, -0.3989, 0.6882], [-0.2733, -0.7128, -0.6396], [0.9228, -1.3743, -0.9152], [1.2528, -1.6931, -2.2179], [0.4012, -1.3639, -3.2570], [-0.8010, -0.7112, -2.9951], [-1.7207, -0.3677, -4.0905], [-1.2380, 0.1133, -5.3056], [-2.1086, 0.4306, -6.3316], [-3.4740, 0.2696, -6.1709], [-3.9521, -0.2091, -4.9616], [-5.6569, -0.4202, -4.7475], [-3.0946, -0.5244, -3.9237], [-1.1296, -0.3854, -1.6837], [-1.4259, -1.4248, 3.4405], [0.0366, -1.8501, 3.2491], [3.4591, 1.0340, 2.1031], [2.7653, 1.1709, 0.7965], [4.4131, 1.8790, 2.4547], [4.5755, 3.9243, 4.8235], [6.0238, 3.8088, 5.8301], [4.6703, 2.7050, 6.0987], [6.5236, 1.5612, 4.8584], [6.4163, 2.8002, 3.5815], [4.3760, -0.0189, 5.0540], [2.4750, -1.5987, 4.1467], [2.5423, -1.7909, 2.3832], [0.3186, 0.1154, 4.8893], [1.2690, 1.1795, 3.8411], [-1.2844, 1.6276, 3.9999], [-0.5403, 1.6609, 2.4069], [-2.7874, 0.1756, 3.0385], [0.2142, -0.4505, 1.3570], [1.5806, -1.6458, -0.1022], [2.1789, -2.2098, -2.4247], [0.6555, -1.6371, -4.2699], [-0.1763, 0.2583, -5.4374], [-1.7243, 0.8088, -7.2673], [-4.1590, 0.5115, -6.9679], [-3.4878, -0.9045, -2.9937], [-2.0493, 0.1319, -1.4686], [-2.0835, -2.2056, 3.0559], [-1.6362, -1.3171, 4.5068], [0.3572, -2.4176, 4.1407], [0.1328, -2.5194, 2.3876], [1.6978, 1.3258, 0.9391], [2.9022, 0.2766, 0.1920], [3.1803, 2.0223, 0.2648]],
  "e_above_lowest_kj_mol": 0.00,
  "gap_ev": 8.887,
  "spin_multiplicity": 1,
  "smiles": "CCn1cc(CN2CCC(C(=O)Nc3cccc(-c4cccc(Cl)c4)c3)CC2)c(C)n1"
}

7.
{
  "formula": "C27H51FeO27",
  "method": "the ωB97M-V functional and the def2-TZVPD basis",
  "elements": ["Fe", "C", "C", "O", "O", "H", "H", "H", "C", "C", "O", "O", "H", "H", "H", "C", "C", "O", "O", "H", "H", "H", "C", "O", "C", "O", "O", "C", "H", "H", "H", "H", "H", "H", "C", "O", "C", "O", "O", "C", "H", "H", "H", "H", "H", "H", "C", "O", "C", "O", "O", "C", "H", "H", "H", "H", "H", "H", "C", "O", "C", "O", "O", "C", "H", "H", "H", "H", "H", "H", "C", "O", "C", "O", "O", "C", "H", "H", "H", "H", "H", "H", "C", "O", "C", "O", "O", "C", "H", "H", "H", "H", "H", "H", "C", "O", "C", "O", "O", "C", "H", "H", "H", "H", "H", "H"],
  "coordinates": [[-13.5506, 3.6823, 3.6732], [-12.3389, 3.1458, -0.1729], [-12.9967, 3.1423, 1.2186], [-14.0039, 3.7281, 1.5323], [-12.3697, 2.7713, 2.1763], [-12.4217, 4.0816, -0.7257], [-12.7183, 2.2367, -0.6396], [-11.2493, 3.1310, -0.1510], [-13.9601, 7.4763, 5.2940], [-13.7777, 6.0443, 4.7318], [-13.4436, 5.8367, 3.5841], [-13.8304, 4.9923, 5.4107], [-14.9122, 7.4506, 5.8240], [-14.0785, 8.1639, 4.4566], [-13.1015, 7.8364, 5.8607], [-15.8324, 1.0232, 5.8536], [-14.8996, 1.9666, 5.0731], [-15.3309, 2.7282, 4.1602], [-13.6948, 2.0299, 5.0721], [-16.7506, 0.7697, 5.3237], [-16.1328, 1.4628, 6.8047], [-15.3255, 0.1629, 6.2906], [-9.1997, 4.4576, 2.7151], [-9.2193, 4.0287, 4.1007], [-10.3447, 3.9299, 4.8669], [-11.4189, 4.1367, 4.4111], [-10.0524, 3.4515, 6.1727], [-11.0399, 3.1980, 7.1135], [-9.5490, 3.5679, 2.1911], [-8.1488, 4.5882, 2.4570], [-9.7992, 5.3555, 2.5653], [-10.7046, 2.9833, 8.1282], [-11.5777, 2.2876, 6.8487], [-11.6408, 4.1070, 7.0850], [-9.4134, 0.4513, 1.0902], [-10.2458, -0.0133, 2.2201], [-9.8441, -0.1442, 3.4838], [-8.6989, 0.0045, 3.9714], [-10.9349, -0.2485, 4.2066], [-10.9955, -0.2648, 5.6857], [-10.1923, 0.8909, 0.4672], [-8.9187, -0.4478, 0.7229], [-8.5377, 1.0685, 1.2912], [-10.7939, 0.7303, 6.0822], [-10.2709, -0.9882, 6.0596], [-12.0218, -0.5416, 5.9272], [-15.8478, 0.8058, -1.6741], [-15.5764, 2.1499, -1.9486], [-16.3177, 3.1685, -1.3099], [-17.3384, 2.9348, -0.6707], [-15.6721, 4.3370, -1.4978], [-15.9140, 5.4346, -0.6836], [-14.8597, 0.3506, -1.7419], [-16.5873, 0.3991, -2.3640], [-16.1320, 0.7919, -0.6219], [-15.8705, 5.0821, 0.3469], [-16.9162, 5.8409, -0.8201], [-15.1697, 6.1906, -0.9338], [-17.6965, 1.2021, 2.5716], [-18.4457, 0.5926, 1.5780], [-18.8754, -0.6491, 1.7721], [-18.7146, -1.3988, 2.7082], [-19.8839, -0.8210, 0.9670], [-20.9659, -1.7343, 1.1908], [-17.5670, 2.2328, 2.2414], [-16.7418, 0.7031, 2.7376], [-18.3108, 1.2178, 3.4719], [-21.5102, -1.9066, 0.2623], [-21.6667, -1.2049, 1.8363], [-20.6783, -2.7402, 1.4966], [-15.4035, 8.9277, 1.0181], [-16.4815, 7.9324, 0.8520], [-16.9602, 7.3399, 1.8963], [-16.5409, 7.5355, 3.0286], [-17.9566, 6.5157, 1.5229], [-18.4261, 5.5254, 2.4815], [-15.6733, 9.7882, 1.6304], [-15.3722, 9.4463, 0.0599], [-14.5351, 8.4548, 1.4767], [-19.4237, 5.0937, 2.4010], [-18.4196, 6.0068, 3.4594], [-17.7588, 4.6680, 2.5686], [-12.3735, 9.9446, 9.1306], [-13.0797, 8.7406, 9.4677], [-12.8103, 7.5428, 8.9108], [-11.9070, 7.3911, 8.0656], [-13.7099, 6.5894, 9.3499], [-13.5695, 5.2285, 8.8925], [-11.7777, 9.8853, 8.2198], [-11.6809, 10.2500, 9.9149], [-13.2260, 10.5996, 8.9506], [-13.6568, 5.2068, 7.8062], [-14.3528, 4.5649, 9.2587], [-12.5541, 4.9177, 9.1386], [-12.8356, 6.6559, -2.3713], [-12.8153, 7.5772, -1.2196], [-12.2109, 7.2453, -0.0867], [-11.4721, 6.2335, 0.0732], [-12.4108, 8.2698, 0.7303], [-11.5379, 8.5001, 1.7709], [-13.1685, 5.6933, -1.9833], [-11.9156, 6.4319, -2.9112], [-13.5723, 7.0326, -3.0808], [-10.5980, 8.8570, 1.3497], [-11.3597, 7.5446, 2.2642], [-12.1691, 9.2743, 2.2071]],
  "gap_ev": [10.471, 8.737],
  "s_squared": 8.76,
  "spin_multiplicity": 6
}

8.
{
  "formula": "C29H79N13O9",
  "method": "the ωB97M-V functional and the def2-TZVPD basis",
  "elements": ["C", "C", "C", "C", "C", "C", "C", "C", "C", "N", "O", "H", "H", "H", "H", "H", "H", "H", "H", "H", "H", "H", "H", "H", "H", "H", "H", "H", "H", "H", "C", "O", "C", "C", "C", "N", "H", "H", "H", "H", "H", "H", "H", "H", "H", "H", "H", "C", "O", "C", "C", "C", "N", "H", "H", "H", "H", "H", "H", "H", "H", "H", "H", "H", "C", "O", "C", "C", "C", "N", "H", "H", "H", "H", "H", "H", "H", "H", "H", "H", "H", "C", "O", "C", "C", "C", "N", "H", "H", "H", "H", "H", "H", "H", "H", "H", "H", "H", "N", "C", "N", "O", "H", "H", "H", "H", "N", "C", "N", "O", "H", "H", "H", "H", "N", "C", "N", "O", "H", "H", "H", "H", "N", "C", "N", "O", "H", "H", "H", "H"],
  "coordinates": [[-1.5549, -1.5066, 4.5862], [-0.4949, -0.9476, 3.6051], [-0.2634, -1.8601, 2.3184], [-0.9809, 0.3305, 2.8675], [-0.8947, 1.5371, 3.7725], [0.6155, 1.6339, 4.0829], [1.2339, 0.5033, 4.9063], [2.7931, 0.6919, 4.7514], [0.6990, 0.6183, 6.3174], [0.8216, -0.7614, 4.2609], [1.2939, -1.9496, 4.8183], [-1.6453, -0.8131, 5.4214], [-2.5453, -1.6153, 4.1397], [-1.3616, -2.5128, 4.9576], [0.5767, -1.4450, 1.7636], [0.0537, -2.8339, 2.7025], [-1.1383, -2.1276, 1.7266], [-0.4643, 0.4559, 1.9163], [-2.0194, 0.0300, 2.7156], [-1.3710, 2.4232, 3.3498], [-1.5036, 1.3378, 4.6561], [0.7018, 2.5779, 4.6262], [1.1682, 1.8108, 3.1588], [3.2037, -0.2043, 5.2207], [3.0358, 1.4692, 5.4773], [3.1671, 0.8239, 3.7392], [-0.3813, 0.4846, 6.3391], [0.9294, 1.5114, 6.8981], [1.1287, -0.2400, 6.8393], [1.6732, -2.3625, 4.0366], [-4.3980, 5.3258, 0.5096], [-5.0845, 4.1653, 0.8873], [-4.2289, 3.0339, 1.1509], [-3.7622, 2.3044, -0.1149], [-4.9132, 1.9315, -1.1022], [-2.9643, 1.1541, 0.2544], [-5.0450, 6.1745, 0.2916], [-3.8311, 5.1380, -0.4065], [-3.6437, 5.6468, 1.2322], [-3.3873, 3.2835, 1.8011], [-4.8333, 2.3478, 1.7467], [-3.1257, 2.9809, -0.6920], [-5.7941, 1.5314, -0.5962], [-4.6283, 1.1799, -1.8376], [-5.3665, 2.7536, -1.6571], [-2.4624, 0.9932, -0.6136], [-2.1931, 1.4158, 0.8575], [6.3943, -1.9454, 2.6811], [5.7782, -2.0207, 1.4199], [4.9209, -0.9686, 1.0254], [5.7166, 0.3464, 0.8391], [4.9392, 1.5551, 0.3440], [6.7536, 0.0034, -0.1346], [6.2232, -2.9352, 3.1062], [5.8990, -1.2087, 3.3172], [7.4646, -1.7339, 2.6854], [4.3530, -1.3520, 0.1783], [4.2311, -0.8546, 1.8682], [6.0505, 0.5354, 1.8604], [3.9425, 1.7692, 0.7299], [4.9950, 1.7612, -0.7258], [5.5074, 2.4340, 0.6615], [7.0458, -0.9272, 0.1339], [6.4386, -0.0209, -1.0937], [-1.5129, 7.7740, 0.8274], [-1.2638, 6.3729, 0.8263], [-0.2930, 5.9004, -0.0813], [-0.3557, 4.3473, -0.1470], [-0.3259, 3.6254, 1.1710], [0.7266, 3.9600, -1.0097], [-1.9312, 8.0445, 1.7960], [-2.1834, 8.0778, 0.0220], [-0.5553, 8.2932, 0.7486], [-0.5611, 6.3226, -1.0547], [0.7086, 6.2901, 0.1184], [-1.3401, 4.1251, -0.5712], [-0.1110, 2.5580, 1.1570], [-1.2822, 3.8369, 1.6533], [0.3785, 4.1882, 1.7876], [0.7745, 4.5439, -1.8359], [0.5289, 3.0570, -1.4267], [-1.2342, -4.0446, -3.9338], [-1.5166, -5.3721, -4.3800], [-1.0268, -5.6984, -5.6411], [0.5000, -5.7391, -5.7252], [1.0560, -6.4003, -7.0005], [1.0294, -6.4631, -4.5758], [-0.1595, -3.9420, -3.7600], [-1.6519, -3.7495, -2.9716], [-1.5044, -3.1907, -4.5599], [-1.4563, -6.6423, -5.9809], [-1.3698, -4.9810, -6.3947], [0.8792, -4.7171, -5.6654], [2.1257, -6.2022, -7.0722], [0.5504, -6.0391, -7.8966], [1.0360, -7.4877, -6.9161], [0.4771, -7.3112, -4.5184], [0.7108, -5.8682, -3.8221], [-0.3764, -1.1831, -1.5725], [0.7188, -0.8686, -0.8737], [0.7223, 0.4065, -0.6030], [1.6400, -1.6159, -0.4990], [-0.5760, -2.0923, -1.9502], [-1.0718, -0.4698, -1.6694], [0.0927, 1.0567, -1.0708], [1.6301, 0.7116, -0.2842], [-4.8826, -2.9711, -1.4887], [-4.1553, -1.8742, -1.2350], [-4.7636, -1.0019, -0.4425], [-3.0245, -1.7533, -1.7402], [-4.5363, -3.7066, -2.0831], [-5.7603, -3.0970, -1.0125], [-4.1022, -0.3282, -0.0538], [-5.7200, -1.1522, -0.1721], [-2.2270, 0.6945, -3.5557], [-1.5418, 1.8090, -3.3058], [-1.5192, 2.6336, -4.2945], [-1.0217, 2.1077, -2.2257], [-2.3587, 0.0530, -2.7890], [-2.4897, 0.5318, -4.5128], [-0.7907, 3.3283, -4.2301], [-1.8425, 2.3367, -5.2009], [2.3459, -4.5588, -0.7901], [3.0995, -4.6117, -1.8520], [3.9207, -3.6091, -2.0920], [3.0073, -5.5687, -2.6549], [1.7219, -5.3381, -0.6597], [2.0651, -3.6199, -0.5285], [4.1934, -3.0758, -1.2814], [4.2876, -3.4998, -3.0215]],
  "e_above_lowest_kj_mol": 0.00,
  "gap_ev": 7.818,
  "spin_multiplicity": 1,
  "smiles": "CC1(C)CCCC(C)(C)N1O.COC[C@H](C)N.COC[C@H](C)N.COC[C@H](C)N.COC[C@H](C)N.NC(N)=O.NC(N)=O.NC(N)=O.NC(N)=O"
}